Entry 1:
# C25H28N2O2

An isolated molecule of C25H28N2O2 (ωB97M-V with the def2-TZVPD basis set, OMol25).

Computed properties:
SMILES: Cc1ccc([C@H](c2c(C)n(C)c3ccccc23)N2C(=O)CC(C)(C)CC2=O)cc1
Charge: 0
E_LUMO (eV): 0.555
HOMO energy (eV): -7.3
Electronic energy (a.u.): -1229.49325
Molar mass (g/mol): 388.51

Last column: natural (NBO) charge in e.
Cartesian coordinates (Å):
1 C -5.10884 -1.23227 -1.47289  -0.598
2 C -3.78414 -1.04027 -0.74185  -0.038
3 C -4.01607 -1.01278 0.76832  -0.612
4 C -2.86129 -2.19486 -1.14461  -0.503
5 C -1.44653 -2.04295 -0.65781  0.715
6 O -0.71011 -2.99699 -0.44335  -0.572
7 N -0.97118 -0.71966 -0.52199  -0.505
8 C -1.72676 0.45898 -0.64563  0.712
9 O -1.25511 1.55876 -0.38316  -0.552
10 C -3.12616 0.27666 -1.17796  -0.501
11 H -4.93927 -1.24903 -2.55611  0.207
12 H -5.56678 -2.18753 -1.18823  0.214
13 H -5.81801 -0.42785 -1.24839  0.215
14 H -3.08012 -0.82228 1.30572  0.209
15 H -4.72321 -0.20968 1.01670  0.218
16 H -4.43499 -1.96858 1.10731  0.216
17 H -3.26335 -3.13763 -0.75014  0.242
18 H -2.83216 -2.27451 -2.24519  0.237
19 H -3.08559 0.32107 -2.28072  0.233
20 H -3.72544 1.12640 -0.82454  0.243
21 C 0.88553 -0.33991 -3.32189  -0.656
22 C 1.37599 0.56121 -2.25436  0.200
23 N 2.18485 1.63189 -2.51998  -0.352
24 C 2.63850 2.00607 -3.84829  -0.400
25 C 2.47595 2.31067 -1.33335  0.127
26 C 1.77961 1.64570 -0.27792  0.004
27 C 1.94192 2.11539 1.02476  -0.211
28 C 2.90065 3.09931 1.27451  -0.241
29 C 3.63690 3.68805 0.22723  -0.225
30 C 3.40625 3.31696 -1.11046  -0.245
31 C 1.09447 0.52637 -0.87835  -0.104
32 C 0.41631 -0.62558 -0.22747  -0.103
33 C 0.69941 -0.82962 1.26522  -0.041
34 C 2.03266 -0.82140 1.68417  -0.185
35 C 2.35079 -0.97819 3.02901  -0.215
36 C 1.34524 -1.24138 3.96904  -0.015
37 C 1.74338 -1.38839 5.40962  -0.631
38 C 0.02486 -1.37319 3.52577  -0.224
39 C -0.29774 -1.16763 2.17934  -0.144
40 H 0.56960 -1.29317 -2.88395  0.231
41 H 0.01775 0.09001 -3.84687  0.222
42 H 1.66441 -0.54044 -4.06799  0.223
43 H 3.33434 2.84344 -3.76052  0.218
44 H 3.14998 1.16530 -4.33607  0.201
45 H 1.79791 2.30727 -4.49181  0.201
46 H 1.31911 1.70336 1.81731  0.227
47 H 3.08228 3.41620 2.30363  0.211
48 H 4.38866 4.44454 0.46392  0.211
49 H 3.94468 3.76855 -1.94488  0.207
50 H 0.88555 -1.49221 -0.71034  0.251
51 H 2.81396 -0.67020 0.94073  0.223
52 H 3.38902 -0.88961 3.35969  0.211
53 H 0.89262 -1.65090 6.04184  0.213
54 H 2.49791 -2.17757 5.50460  0.218
55 H 2.19674 -0.46564 5.79415  0.219
56 H -0.77241 -1.63074 4.23049  0.207
57 H -1.33252 -1.28951 1.85401  0.187

Atoms 1-6, force components in eV/Å:
C -0.10 0.01 -0.10
C 0.07 0.09 -0.26
C -0.07 -0.02 0.01
C -0.31 -0.05 0.22
C 0.45 -0.40 -0.12
O -0.88 1.07 -0.27

---

Entry 2:
# C4H5I

An isolated molecule of C4H5I (ωB97M-V with the def2-TZVPD basis set, OMol25).

Computed properties:
<S²>: 2.011
Charge: 0
E_LUMO (alpha / beta) (eV): 0.117 / -3.749
HOMO energy (alpha / beta) (eV): -4.0 / -8.4
Spin multiplicity: 3
Electronic energy (a.u.): -452.76184
Molar mass (g/mol): 179.99

Last column: Löwdin spin population.
Cartesian coordinates (Å):
1 C -0.03062 0.23211 0.46233  0.282
2 C 1.01929 -0.79632 0.68651  0.192
3 C 1.70602 0.26666 0.37607  0.336
4 C -1.28086 0.23819 -0.65345  0.352
5 I -0.93958 -1.14668 -2.27828  0.693
6 H -0.54174 0.81132 1.16940  0.045
7 H 1.05776 -1.84554 0.81999  0.027
8 H 2.35653 1.08493 0.31105  0.028
9 H -1.25780 1.19843 -0.92674  0.033
10 H -2.08901 -0.04311 0.03313  0.010

Atoms 1-6, force components in eV/Å:
C 2.31 -2.02 -1.82
C -1.61 0.85 -0.26
C -2.83 0.73 -0.20
C 1.33 -3.40 4.13
I 0.29 -1.27 -1.44
H 0.21 1.36 1.39

---

Entry 3:
# C8H11P

An isolated molecule of C8H11P (ωB97M-V with the def2-TZVPD basis set, OMol25).

Computed properties:
<S²>: 2.046
Charge: 0
E_LUMO (alpha / beta) (eV): 0.186 / -1.017
HOMO energy (alpha / beta) (eV): -6.2 / -7.8
Spin multiplicity: 3
Electronic energy (a.u.): -652.46973
Molar mass (g/mol): 138.15

Last column: Löwdin spin population.
Cartesian coordinates (Å):
1 C -1.62691 -0.54782 1.24675  0.015
2 C -0.59793 -1.53978 1.37197  0.494
3 C -1.17266 0.43373 0.50548  0.181
4 C 1.02658 0.03099 -0.49889  0.680
5 C -1.54015 1.53169 -0.25487  0.053
6 C 0.57917 0.91859 -1.52976  0.120
7 C -0.22696 2.03312 -0.98706  0.009
8 C 2.22559 -2.30157 0.75522  0.049
9 P 0.50059 -1.52493 0.04385  0.295
10 H -2.46968 -0.43025 1.88846  -0.010
11 H -0.93613 -2.42318 1.88943  0.025
12 H -2.39649 1.26399 -0.94207  0.020
13 H -1.83750 2.43156 0.27089  0.013
14 H 1.44105 1.41625 -2.05164  0.010
15 H -0.09118 0.38154 -2.20017  0.030
16 H -0.53211 2.71932 -1.68886  0.000
17 H 0.19701 2.57820 -0.09627  0.003
18 H 2.62997 -2.80871 -0.13602  0.001
19 H 1.97685 -2.85183 1.58904  0.003
20 H 2.85089 -1.31091 0.82452  0.009

Atoms 1-6, force components in eV/Å:
C 2.46 -0.41 0.97
C -2.73 -0.32 1.76
C 1.38 -0.58 -0.94
C -2.38 -0.40 2.38
C -0.46 1.68 -2.51
C 1.05 0.72 -0.93

---

Entry 4:
# C9H16NO

A cluster of 2 separate species, C9H16NO in total (ωB97M-V with the def2-TZVPD basis set, OMol25).

Computed properties:
Charge: +1
E_LUMO (eV): -3.625
HOMO energy (eV): -11.3
Electronic energy (a.u.): -482.20804
Molar mass (g/mol): 154.23

Last column: natural (NBO) charge in e.
Cartesian coordinates (Å):
1 C 0.35992 1.51928 -1.64735  -0.261
2 C 1.49696 1.34085 -0.63638  -0.672
3 N 0.80417 2.27948 -2.95228  -0.710
4 H -0.03686 0.38069 -1.80743  0.267
5 H -0.51391 1.98114 -1.20549  0.269
6 H 1.14863 1.02681 0.35252  0.277
7 H 2.06848 2.28204 -0.37746  0.214
8 H 1.01615 1.67817 -3.77401  0.449
9 H -0.01666 2.80312 -3.24607  0.447
10 H 1.68692 2.91984 -2.78118  0.465
11 H 2.33802 0.78733 -0.81692  0.234
12 C 0.87329 -2.94480 1.80681  -0.648
13 C -1.50122 0.14675 0.54564  0.319
14 C -0.81805 0.36892 1.70083  -0.322
15 C -1.72110 -1.02303 -0.16737  -0.298
16 C -0.15550 -0.70945 2.24824  -0.183
17 C -1.04616 -2.12629 0.39801  -0.174
18 C -0.21296 -1.94381 1.56368  -0.029
19 O -2.18666 1.21829 -0.00105  -0.760
20 H -0.86329 1.37907 2.20895  0.239
21 H -2.97413 1.46315 0.65682  0.498
22 H -2.38103 -1.11353 -1.00123  0.239
23 H 0.45193 -0.63694 3.20140  0.233
24 H -1.08251 -3.12655 -0.04926  0.224
25 H 0.93644 -3.85075 1.16652  0.229
26 H 0.49842 -3.49585 2.72243  0.232
27 H 1.83071 -2.60392 1.89165  0.222

Atoms 1-6, force components in eV/Å:
C 0.51 -3.61 0.37
C -0.46 3.46 1.47
N 1.18 -0.10 0.65
H 0.96 2.84 -0.67
H 0.12 0.70 -0.20
H -0.44 -0.10 -0.48

---

Entry 5:
# C36H51BF2N4OsP2

A structure of composition C36H51BF2N4OsP2 (ωB97M-V with the def2-TZVPD basis set, OMol25).

Computed properties:
Charge: +2
E_LUMO (eV): -6.775
HOMO energy (eV): -12.6
Electronic energy (a.u.): -2618.94578
Molar mass (g/mol): 840.82

Last column: Löwdin charge in e.
Cartesian coordinates (Å):
1 Os 0.02779 0.31924 0.54226  1.068
2 C 1.98786 4.21294 0.44375  -0.077
3 C 2.17051 3.15469 -0.64629  -0.654
4 C 2.71623 3.83396 -1.91405  -0.064
5 C 3.23458 2.16134 -0.17369  -0.086
6 P 0.57203 2.22344 -1.01365  1.112
7 C 0.81759 1.54302 -2.70880  -0.246
8 N 0.08866 0.30275 -2.70330  -0.038
9 B -0.28339 -0.39001 -1.50813  -0.676
10 N -0.78810 -1.64466 -1.94306  -0.028
11 C -1.32742 -2.59610 -1.03068  -0.235
12 P -1.39910 -1.63402 0.53703  1.100
13 C -1.26862 -2.97541 1.83340  -0.646
14 C 0.16837 -3.51417 1.80260  -0.064
15 C -2.21513 -4.14736 1.52233  -0.058
16 C -1.57668 -2.44469 3.23291  -0.059
17 C -3.08958 -0.82174 0.53815  -0.638
18 C -4.23192 -1.61808 1.17348  -0.065
19 C -3.51961 -0.52130 -0.90787  -0.071
20 C -2.88713 0.48822 1.30577  -0.102
21 C -0.75283 -1.70880 -3.34040  -0.147
22 C -1.14978 -2.70509 -4.21327  0.001
23 C -0.97377 -2.47717 -5.57349  -0.069
24 C -0.41235 -1.29259 -6.04025  -0.069
25 C -0.01140 -0.28947 -5.16475  0.000
26 C -0.19461 -0.50912 -3.81152  -0.151
27 C -0.86222 3.42012 -1.20754  -0.661
28 C -1.31519 3.98405 0.14605  -0.077
29 C -2.02794 2.63598 -1.82025  -0.075
30 C -0.54062 4.58953 -2.14525  -0.069
31 H 2.97284 4.60857 0.69882  0.102
32 H 1.55460 3.80302 1.35550  0.062
33 H 1.37659 5.05174 0.11894  0.074
34 H 3.61819 4.37905 -1.62744  0.104
35 H 2.03193 4.55056 -2.35617  0.069
36 H 3.01234 3.11568 -2.67776  0.083
37 H 4.17125 2.70604 -0.03744  0.105
38 H 3.41538 1.37258 -0.90260  0.076
39 H 2.97252 1.69753 0.77741  0.068
40 H 1.88536 1.39302 -2.89748  0.104
41 H 0.44487 2.24998 -3.45492  0.104
42 H -0.70127 -3.48269 -0.91848  0.105
43 H -2.33174 -2.92743 -1.31095  0.112
44 H 0.40745 -4.02251 0.86924  0.092
45 H 0.27783 -4.24748 2.60480  0.105
46 H 0.90656 -2.73169 1.95016  0.041
47 H -2.14273 -4.49444 0.49212  0.083
48 H -3.25353 -3.91987 1.74293  0.071
49 H -1.92433 -4.98479 2.15988  0.103
50 H -0.84872 -1.70269 3.54666  0.044
51 H -1.52489 -3.27292 3.94317  0.108
52 H -2.57118 -2.00839 3.31483  0.068
53 H -4.40985 -2.55748 0.65161  0.088
54 H -5.14244 -1.02209 1.07690  0.106
55 H -4.08964 -1.82074 2.23326  0.069
56 H -3.88831 -1.42028 -1.40217  0.096
57 H -2.73411 -0.09869 -1.52985  0.054
58 H -4.34933 0.18792 -0.87591  0.108
59 H -2.60140 0.32667 2.34721  0.080
60 H -3.80504 1.08095 1.29279  0.114
61 H -2.12036 1.11825 0.82431  0.014
62 H -1.57649 -3.63395 -3.85621  0.116
63 H -1.27332 -3.23765 -6.28129  0.112
64 H -0.28199 -1.14980 -7.10408  0.112
65 H 0.42931 0.62708 -5.53622  0.115
66 H -1.62749 3.20702 0.84054  0.051
67 H -2.17780 4.63073 -0.02797  0.103
68 H -0.55292 4.58538 0.63469  0.064
69 H -2.36697 1.84291 -1.15926  0.038
70 H -1.78738 2.19666 -2.78882  0.092
71 H -2.86418 3.32251 -1.96631  0.108
72 H 0.17658 5.28770 -1.72011  0.075
73 H -1.46623 5.14301 -2.31437  0.102
74 H -0.18036 4.26256 -3.12169  0.083
75 F 4.21106 -1.74741 -2.03159  0.127
76 C 3.72691 -1.50134 -0.82062  -0.253
77 C 2.43799 -1.02288 -0.71874  -0.050
78 C 1.84495 -0.69884 0.50546  -0.212
79 C 2.62597 -1.03511 1.67307  -0.113
80 C 3.97241 -1.42704 1.48281  -0.208
81 F 4.77531 -1.53340 2.55212  0.089
82 C 4.55625 -1.66648 0.27076  0.102
83 C 2.15340 -1.10625 3.06094  -0.112
84 C 2.69078 -1.96055 4.03396  0.043
85 C 2.25574 -1.92051 5.33844  0.030
86 C 1.26299 -1.01804 5.73721  0.005
87 C 0.69325 -0.24213 4.77862  -0.013
88 N 1.11886 -0.32611 3.48626  0.022
89 H 1.93149 -0.86264 -1.65642  0.101
90 H 5.59286 -1.95735 0.18392  0.151
91 H 3.45000 -2.66831 3.75133  0.137
92 H 2.68555 -2.60149 6.06120  0.138
93 H 0.92514 -0.95263 6.76057  0.134
94 H -0.12788 0.43857 4.95510  0.152
95 N 0.17184 1.57674 2.37480  0.095
96 C 0.39396 0.34295 2.48341  -0.411
97 H 0.63535 2.29922 2.91765  0.109

Atoms 1-6, force components in eV/Å:
Os -0.17 -0.28 -0.01
C 0.00 0.03 -0.03
C 0.04 -0.02 -0.01
C 0.00 0.00 0.00
C 0.00 -0.01 -0.02
P -0.01 0.00 -0.05

---

Entry 6:
# C5H8O

An isolated molecule of C5H8O (ωB97M-V with the def2-TZVPD basis set, OMol25).

Computed properties:
SMILES: CC=C=COC
Charge: 0
E_LUMO (eV): 0.993
HOMO energy (eV): -8.6
Electronic energy (a.u.): -270.46832
Molar mass (g/mol): 84.12

Last column: natural (NBO) charge in e.
Cartesian coordinates (Å):
1 C -2.26086 0.14330 0.37013  -0.258
2 O -2.11795 -0.61158 -0.81678  -0.502
3 C -0.84563 -0.75890 -1.28287  0.079
4 C 0.26100 -0.48025 -0.63507  -0.091
5 C 1.33450 -0.44393 0.11393  -0.211
6 C 2.26810 0.69945 0.40064  -0.638
7 H -2.21507 1.21468 0.13291  0.178
8 H -3.23928 -0.10067 0.79106  0.194
9 H -1.47780 -0.09532 1.09834  0.185
10 H 1.58494 -1.37119 0.63342  0.203
11 H -0.85332 -1.16074 -2.29212  0.203
12 H 2.21063 0.96327 1.46507  0.218
13 H 3.30703 0.40658 0.20473  0.218
14 H 2.04373 1.59531 -0.18340  0.219

Atoms 1-6, force components in eV/Å:
C -0.04 0.14 0.23
O -0.09 0.00 -0.08
C 0.22 -0.01 -0.07
C 0.05 -0.06 0.13
C -0.07 -0.09 -0.01
C 0.03 0.15 -0.04

---

| no. | strongest force on any atom (eV/Å) |
| --- | --- |
| 1 | 2.141 |
| 2 | 5.510 |
| 3 | 5.743 |
| 4 | 5.451 |
| 5 | 0.341 |
| 6 | 0.270 |